ORCA calculation (ωB97M-V/def2-TZVPD) on an isolated molecule of C3H5ClO.

```
10
C3H5ClO | the Open Molecules 2025 dataset | ωB97M-V/def2-TZVPD
C -1.158 0.328 1.132
O -0.160 0.553 0.149
C 0.419 -0.635 -0.343
C 1.081 -0.317 -1.412
Cl 1.390 1.360 -1.934
H -0.642 0.026 2.041
H -1.412 1.485 1.175
H -1.787 -0.410 0.919
H 0.343 -1.604 0.214
H 1.926 -0.786 -1.940
```

Computed properties:
- Gap between HOMO and LUMO: 9.9 eV
- SMILES: CO/C=C\Cl
- Net charge: 0
- E_LUMO: 0.919 eV
- HOMO energy: -9.03 eV



ORCA calculation (ωB97M-V/def2-TZVPD) on a structure of composition C44H52Ge2NO5Pd.

```
105
C44H52Ge2NO5Pd | the Open Molecules 2025 dataset | ωB97M-V/def2-TZVPD
Pd -0.240 0.942 -0.645
O -5.237 -3.466 -0.931
C -4.298 -2.742 -0.853
C -3.066 -2.956 0.024
O -2.905 -3.886 0.794
C -2.210 -1.843 -0.264
C -2.707 -0.931 -1.218
O -2.195 0.095 -1.676
C -4.076 -1.439 -1.620
O -4.823 -0.913 -2.381
O -0.939 -1.800 0.216
C 5.057 -2.623 3.800
C 3.844 -2.721 2.879
C 2.561 -2.220 3.538
C 1.356 -2.241 2.597
Ge 1.472 -0.995 1.071
C 2.311 -1.538 -0.626
C 1.889 -2.879 -1.235
C 2.478 -4.090 -0.516
C 2.196 -5.398 -1.249
H 5.960 -3.000 3.314
H 4.896 -3.204 4.712
H 5.239 -1.586 4.093
H 3.702 -3.760 2.566
H 4.026 -2.140 1.968
H 2.728 -1.197 3.900
H 2.347 -2.835 4.419
H 0.444 -1.955 3.129
H 1.177 -3.248 2.211
H 2.241 0.266 1.510
H 3.397 -1.499 -0.503
H 2.045 -0.719 -1.298
H 2.207 -2.904 -2.284
H 0.799 -2.963 -1.234
H 2.064 -4.147 0.494
H 3.559 -3.952 -0.408
H 1.122 -5.542 -1.387
H 2.579 -6.257 -0.692
H 2.667 -5.400 -2.235
C -0.756 -2.169 -4.502
C -0.117 -0.807 -4.616
C 0.077 -0.208 -5.860
C 0.658 1.047 -5.925
C 0.893 1.708 -7.262
C 1.013 1.728 -4.761
C 0.779 1.189 -3.472
C 0.265 -0.134 -3.476
N 0.996 1.758 -2.229
C 1.853 2.931 -1.942
C 1.495 3.421 -0.544
C 3.319 2.463 -1.925
C 1.738 4.170 -2.856
H -0.675 -2.727 -5.437
H -1.819 -2.068 -4.263
H -0.295 -2.754 -3.702
H -0.212 -0.728 -6.770
H 0.655 1.031 -8.085
H 1.935 2.022 -7.367
H 0.272 2.600 -7.370
H 1.451 2.697 -4.884
H 0.162 -0.628 -2.518
H 1.574 2.608 0.184
H 0.474 3.806 -0.534
H 2.170 4.222 -0.224
H 3.441 1.680 -1.173
H 4.007 3.286 -1.697
H 3.581 2.047 -2.902
H 0.701 4.343 -3.151
H 2.356 4.088 -3.746
H 2.090 5.050 -2.308
C -0.418 -0.601 0.653
Ge -1.571 0.664 1.670
C -0.455 2.160 2.319
C -0.830 3.483 2.077
C -0.085 4.543 2.580
C 1.051 4.299 3.338
C 1.426 2.989 3.611
C 0.674 1.935 3.112
C -2.184 -0.227 3.324
C -2.920 -1.413 3.244
C -3.386 -2.042 4.392
C -3.116 -1.497 5.640
C -2.380 -0.323 5.737
C -1.917 0.307 4.586
C -3.211 1.498 0.939
C -4.391 1.363 1.671
C -5.553 2.028 1.293
C -5.550 2.846 0.174
C -4.384 2.994 -0.567
C -3.228 2.327 -0.188
H -1.716 3.692 1.490
H -0.394 5.562 2.377
H 1.637 5.125 3.725
H 2.303 2.790 4.217
H 0.967 0.920 3.357
H -3.124 -1.863 2.279
H -3.957 -2.958 4.307
H -3.475 -1.989 6.536
H -2.167 0.105 6.709
H -1.352 1.228 4.674
H -4.406 0.728 2.550
H -6.460 1.902 1.873
H -6.453 3.367 -0.123
H -4.377 3.621 -1.449
H -2.344 2.454 -0.789
```

Computed properties:
- Gap between HOMO and LUMO (spin up / spin down): 5.6 / 5.5 eV
- Net charge: -1
- E_LUMO (spin up / spin down): 1.561 / 1.418 eV
- HOMO energy (spin up / spin down): -4.06 / -4.07 eV



Number 1: energy -652.64038 Eh. Number 2: energy -6420.49913 Eh.